No. 1
This record from the Open Molecules 2025 dataset describes an isolated molecule of C23H25N3O3S in a non-equilibrium geometry. The level of theory is ωB97M-V/def2-TZVPD.

```
55
Properties=species:S:1:pos:R:3:nbo_charge:R:1
S -3.9428 0.5960 -2.0642 0.27
O 2.9890 1.4034 -1.4791 -0.69
O 3.2979 1.8835 0.7093 -0.52
O 1.0069 -2.5743 1.2250 -0.63
N 2.2736 -1.5437 -0.3231 -0.64
N 4.5687 0.3163 -0.2709 -0.45
N -3.6648 -2.0460 -0.4922 -0.41
C 2.9046 4.1919 0.0158 -0.64
C 2.3225 2.9193 0.6137 -0.07
C -0.0681 -0.0377 -1.1335 -0.17
C -5.7921 -0.0215 1.4892 -0.21
C -5.0988 2.1275 -0.1114 -0.20
C 1.0893 -1.8294 0.2645 0.67
C -4.7789 0.8374 -0.5021 -0.17
C 4.0207 -1.3377 1.4293 -0.43
C -0.1118 -1.1969 -0.3585 -0.15
C -6.1003 1.2661 1.8867 -0.21
C -1.2412 0.4890 -1.6402 -0.23
C -4.8132 -1.6357 -0.1513 0.32
C 4.9483 -0.1793 1.0334 -0.22
C 4.5773 -2.0603 -0.9205 -0.43
C 4.8635 -0.6088 -1.3484 -0.23
C -2.5222 -1.3053 -0.6380 0.10
C 3.5176 -2.0937 0.1793 -0.03
C -1.3304 -1.8174 -0.1258 -0.16
C -2.4561 -0.1253 -1.3916 -0.17
C 3.5658 1.2132 -0.4281 0.90
C -5.9374 -2.6211 -0.1451 -0.65
C -5.1325 -0.2586 0.2859 -0.05
C -5.7634 2.3425 1.0820 -0.20
H 5.4836 -2.5263 -0.5325 0.21
H 0.8563 0.4802 -1.3384 0.22
H 3.7653 4.5206 0.5933 0.21
H 1.9912 3.0810 1.6417 0.19
H -6.6104 1.4297 2.8242 0.22
H 4.8969 0.6319 1.7578 0.24
H -6.7670 -2.2377 -0.7372 0.23
H -4.8269 2.9523 -0.7521 0.23
H 4.2570 -0.3150 -2.2073 0.24
H 4.5511 -2.0267 2.0858 0.21
H -6.0148 3.3479 1.3844 0.22
H -6.0518 -0.8554 2.1241 0.22
H -5.5958 -3.5661 -0.5568 0.24
H 5.9176 -0.4985 -1.6256 0.20
H 5.9848 -0.5193 0.9606 0.19
H 1.4813 2.5676 0.0075 0.20
H 3.1520 -0.9632 1.9704 0.23
H -1.3570 -2.7157 0.4716 0.24
H -6.2970 -2.7813 0.8697 0.22
H 3.2970 -3.1274 0.4715 0.23
H 3.2148 4.0087 -1.0100 0.23
H 2.3076 -0.9058 -1.1003 0.41
H 4.2440 -2.6400 -1.7814 0.23
H -1.2226 1.3909 -2.2332 0.22
H 2.1510 4.9742 0.0221 0.22
```

Output
**Multiplicity**: 1
**Charge**: 0
**Electronic energy**: -45706.5357 eV
**HOMO energy**: -0.30487 Eh
**HOMO-LUMO gap**: 8.8 eV
**Molecular weight**: 423.5 g mol⁻¹
**Structure (SMILES)**: CCOC(=O)N1CCC(NC(=O)c2ccc3c(c2)N=C(C)c2ccccc2S3)CC1
**Energy above the lowest of the compared OMol25 structures with the same formula, charge and spin**: 0.0 kJ/mol

=====

No. 2
This record from the Open Molecules 2025 dataset describes a cluster of 4 separate species, C21H41N3O9S in total in a non-equilibrium geometry. The level of theory is ωB97M-V/def2-TZVPD.

```
75
Properties=species:S:1:pos:R:3:lowdin_charge:R:1
S 0.3163 -1.7479 -0.4390 0.69
O -0.1689 -8.5667 -3.7356 -0.19
O -0.6320 -3.7274 2.6989 -0.21
O 0.6502 -3.2717 -1.0323 -0.18
O -1.2134 2.3851 3.3018 0.16
O -0.9551 -1.7477 0.3140 -0.32
O -2.1346 9.7043 -0.8514 -0.19
O -0.8829 4.2407 2.0539 0.12
O 0.1388 -0.8935 -1.6167 -0.30
O -0.4317 5.1211 -0.1062 0.13
N -0.0026 7.8699 -0.2362 0.04
N -0.2547 -5.4592 4.9677 0.04
N 1.8903 -6.6331 -3.1855 0.04
C 1.6828 1.1535 2.0644 -0.08
C -1.7135 -3.6568 5.7164 -0.07
C -0.3367 -4.0057 5.1579 -0.43
C -0.0358 -5.3732 -3.9877 -0.07
C -0.2170 4.4006 0.8354 -0.34
C 0.3683 -7.7775 -4.7893 -0.21
C 0.9938 -6.4452 -4.3342 -0.43
C -1.5827 8.8814 -1.8717 -0.20
C 0.7807 2.4266 1.7502 -0.02
C -0.5234 2.9086 2.4710 -0.32
C -1.4649 -8.1797 -3.3109 -0.11
C -1.7387 11.0633 -0.9121 -0.11
C -1.9657 -3.2644 2.5288 -0.11
C -0.1452 8.3996 -1.5970 -0.42
C 0.9780 3.3821 0.7553 -0.04
C 1.8925 0.3972 0.6625 -0.20
C 0.9133 9.4767 -1.8225 -0.08
C 0.0162 -3.2428 3.8666 -0.22
C 2.1295 3.4700 -0.2725 -0.02
C 1.6188 -1.1700 0.7249 -0.21
C 3.2398 3.2974 -0.7651 0.11
H 2.6837 1.4673 2.4907 0.13
H 4.0547 2.9823 -1.4716 0.07
H 0.6950 -5.6993 4.6913 0.07
H -1.6106 11.4099 -1.9414 0.09
H 0.7328 10.0152 -2.7568 0.08
H 1.4384 -1.4949 1.7915 0.10
H 0.9509 10.2040 -1.0104 0.06
H -2.5201 11.6622 -0.4401 0.09
H 1.0889 -3.3737 3.6820 0.11
H -1.6620 9.3734 -2.8496 0.12
H -2.1943 -3.2836 1.4647 0.07
H 1.9054 9.0234 -1.8873 0.07
H -1.8774 -2.5762 5.7096 0.08
H 1.1615 -8.3862 -5.2355 0.12
H -0.3805 -7.6220 -5.5760 0.12
H 2.6345 -7.2734 -3.4538 0.07
H 0.0670 7.5884 -2.3019 0.14
H 2.9428 0.6042 0.3159 0.11
H -1.7991 -3.9989 6.7504 0.08
H -0.8107 -5.6877 4.1439 0.07
H -2.0765 -7.8097 -4.1383 0.09
H 0.3996 -3.7195 5.9170 0.13
H -0.8204 11.2149 -0.3413 0.07
H -0.3711 8.5755 0.4019 0.07
H -0.6422 7.0854 -0.1241 0.04
H -1.3951 -7.4281 -2.5223 0.07
H -0.8234 -5.3263 -4.7441 0.08
H 0.4409 -4.3913 -3.9441 0.08
H 1.1189 0.4513 2.7560 0.12
H 1.1696 0.8285 -0.0933 0.11
H -0.5043 -5.5394 -3.0166 0.06
H -2.2293 7.9994 -1.9176 0.12
H -2.5235 -4.1289 5.1594 0.06
H -2.0966 -2.2421 2.8920 0.10
H -1.9545 -9.0573 -2.8842 0.09
H 1.3694 -7.1515 -2.4784 0.07
H -0.1485 -2.1631 3.9799 0.12
H 1.5875 -6.0614 -5.1708 0.13
H 0.8638 -3.8665 -0.2804 0.10
H 2.5887 -1.6798 0.4031 0.11
H -2.6642 -3.9403 3.0269 0.08
```

Output
**Multiplicity**: 1
**Charge**: 0
**Electronic energy**: -56168.5187 eV
**HOMO energy**: -0.32500 Eh
**HOMO-LUMO gap**: 7.6 eV
**Molecular weight**: 511.6 g mol⁻¹
**Structure (SMILES)**: C#CC1=C(CCCS(=O)(=O)O)C(=O)OC1=O.COC[C@@H](C)N.COC[C@@H](C)N.COC[C@@H](C)N
**Energy above the lowest of the compared OMol25 structures with the same formula, charge and spin**: 288.9 kJ/mol

=====

No. 3
This record from the Open Molecules 2025 dataset describes an isolated molecule of C6H7NS in a non-equilibrium geometry. The level of theory is ωB97M-V/def2-TZVPD.

```
15
Properties=species:S:1:pos:R:3:nbo_charge:R:1
S 1.6006 -1.5110 1.5475 -0.03
N -0.7021 0.4777 -0.8524 -0.43
C -0.6878 1.3539 0.1524 -0.07
C -0.0037 -1.5508 -1.8299 -0.64
C 0.1480 0.7546 1.1152 -0.17
C 0.2768 1.1921 2.3787 -0.24
C 0.6016 -0.5149 0.6883 -0.25
C 0.0568 -0.5968 -0.6408 0.14
H -0.2025 -2.5856 -1.6199 0.24
H 0.8848 -1.7521 -2.4745 0.23
H -0.9948 0.6131 -1.7923 0.41
H -1.1471 2.3628 0.1033 0.22
H 0.0898 2.2240 2.6648 0.18
H -0.7602 -1.1489 -2.5033 0.20
H 0.8396 0.6821 3.0629 0.20
```

Output
**Multiplicity**: 1
**Charge**: 0
**Electronic energy**: -18658.1446 eV
**HOMO energy (alpha / beta)**: -0.27558 / -0.25867 Eh
**HOMO-LUMO gap (alpha / beta)**: 7.3 / 5.9 eV
**Molecular weight**: 125.2 g mol⁻¹
**Energy above the lowest of the compared OMol25 structures with the same formula, charge and spin**: 251.3 kJ/mol

=====

No. 4
This record from the Open Molecules 2025 dataset describes a cluster of 5 separate species, C37H62BClF9N8O8P2S2 in total in a non-equilibrium geometry. The level of theory is ωB97M-V/def2-TZVPD.

```
130
Properties=species:S:1:pos:R:3:lowdin_charge:R:1
Cl -1.0045 -2.6441 3.6189 0.37
S 1.1223 -0.0697 -4.5011 0.26
S 6.9519 0.8502 -1.7921 0.58
P -1.0846 -1.1743 2.1500 0.72
P 1.7531 -1.1192 -3.0265 0.47
F 1.9329 -2.9863 -0.1026 0.12
F -1.6713 -5.9444 -1.6523 0.22
F -1.3731 -4.8208 1.6067 0.14
F 0.1112 -5.9507 0.4846 0.20
F -1.3561 -3.0063 -0.5962 0.14
F 1.0565 -3.6733 1.6984 0.11
F 0.2821 -4.1186 -1.3661 0.13
F -3.1162 -5.0377 -0.2881 0.21
F -2.1902 -6.8661 0.1786 0.17
O -2.4477 -1.5255 1.3229 -0.33
O -0.3519 1.0361 -1.5728 -0.17
O 6.7051 1.0841 -0.2315 -0.16
O 0.1004 1.9864 1.0620 -0.14
O 6.5858 -0.4854 -2.1427 -0.28
O 8.3385 1.0439 -2.0511 -0.27
O 4.1484 -0.4948 1.3187 0.13
O -1.9661 2.1843 -2.3775 0.14
N -2.2446 -1.5624 -3.8093 0.16
N -3.4905 1.8059 -8.6443 0.17
N 2.2931 -0.1534 -1.6295 -0.08
N 4.3549 -1.9304 6.3585 0.18
N 1.8689 0.4834 0.6330 0.06
N 0.3833 -0.8630 -0.3461 0.01
N -1.3158 1.2675 -2.6353 0.01
N -4.0890 0.3352 3.5331 0.18
C -2.1747 -1.3920 -4.9436 -0.24
C 0.4334 -1.4782 0.9778 -0.29
C 4.8004 2.7180 -1.9908 -0.19
C 3.5578 0.5734 -1.7607 -0.16
C 1.5888 -0.1418 -0.5620 -0.26
C -0.8221 -5.0271 0.4220 -0.40
C -6.5923 0.5400 2.8194 -0.18
C -5.6040 3.2745 -8.2088 -0.18
C -3.3521 -0.5378 -6.9639 -0.29
C -1.7476 2.8545 2.3238 -0.19
C 3.4409 2.0273 -2.2661 -0.16
C -0.2896 -3.7167 -0.2087 -0.33
C -1.9894 -5.6822 -0.4128 -0.59
C 4.9462 -1.9937 7.3411 -0.17
C 2.8493 -2.8902 3.9540 -0.12
C 3.5145 -2.5386 2.5968 -0.12
C 5.6951 -2.0756 8.5933 -0.18
C -6.6689 3.0884 2.8300 -0.10
C -6.8655 1.8149 2.0151 -0.26
C -1.9017 2.1951 3.7062 -0.14
C -4.4198 2.4528 -8.4537 -0.20
C -6.8917 2.5950 -8.6848 -0.26
C 2.6561 0.6550 3.6352 -0.18
C -5.1901 0.4250 3.2158 -0.18
C 5.2317 -1.0342 9.6167 -0.26
C 5.5156 0.3990 9.1812 -0.11
C -0.7791 -0.1358 -0.8632 -0.17
C 0.7847 -2.9243 0.6263 -0.40
C 1.4849 1.8393 0.8437 -0.16
C 1.5860 -0.5738 1.6596 -0.18
C 3.0398 0.4764 4.8650 0.01
C -4.5738 -1.4462 -6.8684 -0.10
C 5.9834 2.0298 -2.7355 -0.19
C -2.0851 -1.1754 -6.3853 -0.18
C -6.9485 2.4159 -10.1978 -0.11
C -0.2583 3.0052 1.9788 -0.21
C 1.3780 0.0145 3.0775 -0.15
B 3.0917 -1.1964 1.8738 -0.44
H 3.2745 -2.2540 4.7424 -0.01
H 1.7275 2.4083 -0.0652 0.13
H 4.8989 -0.5114 1.9266 0.12
H -1.8799 -2.1241 -6.8854 0.13
H 5.6104 1.4739 -3.5973 0.11
H -6.2228 1.8459 1.1324 0.11
H -6.1565 1.7536 -10.5514 0.07
H -7.0033 1.6228 -8.1997 0.11
H -6.8559 -0.3309 2.2160 0.12
H 3.3540 -3.3439 1.8674 0.10
H -4.3974 -2.3969 -7.3754 0.08
H -2.2503 3.8212 2.3287 0.11
H -7.8956 1.7817 1.6564 0.11
H -3.1717 -0.3038 -8.0061 0.07
H 4.1636 -1.1498 9.8107 0.11
H -7.9023 1.9768 -10.4902 0.07
H 0.6322 0.8091 3.1288 0.08
H -6.8481 3.3745 -10.7102 0.08
H -5.6758 3.4711 -7.1371 0.12
H 5.7478 -1.2245 10.5591 0.11
H -4.8386 -1.6564 -5.8297 0.07
H 4.5976 -2.5593 2.7755 0.11
H 6.7610 -1.9560 8.3908 0.12
H 4.9632 0.6578 8.2754 0.06
H 4.0199 0.8256 5.1550 0.07
H 2.6891 2.6184 -1.7409 0.10
H 4.1360 0.0358 -2.5182 0.10
H -1.2324 -0.5228 -6.5849 0.10
H 0.3076 2.9272 2.9160 0.11
H 3.2161 2.0938 -3.3323 0.10
H 5.5641 -3.0753 9.0118 0.12
H -0.1084 3.9843 1.5042 0.13
H 1.7596 -2.9052 3.9133 0.02
H -6.9241 3.9628 2.2314 0.08
H -5.6317 3.1995 3.1536 0.07
H 6.6733 2.7822 -3.1147 0.11
H -3.5608 0.4048 -6.4588 0.09
H -1.3306 -0.7402 -1.6007 0.09
H -5.4347 -0.9691 -7.3390 0.06
H 2.8918 -1.8956 -3.3389 0.02
H 1.1507 -0.7571 3.8117 0.09
H -1.5117 0.2048 -0.1311 0.11
H -1.6533 1.1337 3.6431 0.01
H 2.0326 2.3587 1.6353 0.14
H -7.2270 0.5117 3.7069 0.13
H 0.7871 -2.0335 -2.5586 0.00
H -1.2059 2.6279 4.4348 0.08
H 6.5799 0.5470 8.9880 0.08
H 3.1578 -3.9113 4.2078 0.08
H -3.0772 -0.7965 1.4396 0.03
H 5.2157 1.0973 9.9623 0.07
H 2.3493 0.0286 5.5710 0.08
H -2.2256 2.1749 1.6130 0.10
H -2.9106 2.2485 4.0964 0.04
H -5.4862 4.2423 -8.6997 0.12
H 4.7718 3.7771 -2.2377 0.12
H 7.4658 0.7030 0.2408 0.11
H -7.7401 3.2058 -8.3705 0.11
H -7.3062 3.0896 3.7160 0.08
H 5.0160 2.6479 -0.9193 0.10
H 4.1786 0.5656 -0.8625 0.11
H 3.2606 1.3376 3.0461 0.11
```

Output
**Multiplicity**: 1
**Charge**: +1
**Electronic energy**: -145569.1435 eV
**HOMO energy**: -0.41133 Eh
**HOMO-LUMO gap**: 8.2 eV
**Molecular weight**: 1090.3 g mol⁻¹